1.
{"formula": "C8H12F3O2Si", "method": "ωB97M-V/def2-TZVPD", "e_above_lowest_ev": 1.860, "orbital_gap_ha": 0.3276, "charge": 1, "lumo_energy_ev": -5.39, "species": ["C", "C", "C", "C", "C", "C", "C", "C", "O", "O", "F", "F", "F", "Si", "H", "H", "H", "H", "H", "H", "H", "H", "H", "H", "H", "H"], "coordinates": [[1.505698, 1.488389, 1.359631], [2.731719, 1.491339, 0.800134], [0.715107, 0.862579, 0.379126], [2.651295, 1.115523, -0.647743], [-1.755512, -1.893164, 1.365740], [-2.091606, -1.192873, -1.876604], [-3.343691, 0.830951, 0.569746], [3.532896, -0.113899, -1.099502], [1.315714, 0.652008, -0.816024], [-0.654890, 0.468055, 0.509483], [4.801498, 0.099308, -0.730188], [3.053853, -1.233132, -0.544197], [3.519240, -0.133645, -2.406422], [-2.107898, -0.548777, -0.074880], [1.126257, 1.475053, 2.310903], [3.689232, 1.480113, 1.271479], [3.020882, 1.977733, -1.301061], [-2.006809, -1.365247, 2.303359], [-2.165903, -2.892419, 1.423749], [-0.667946, -2.006394, 1.634371], [-3.092138, -1.098207, -2.389317], [-1.550040, -0.533689, -2.614449], [-1.633230, -2.227161, -1.947428], [-4.026387, 1.398984, -0.098082], [-3.846249, 0.342180, 1.533702], [-2.721081, 1.556402, 1.084472]], "forces_ev_per_a": [[1.0107, -1.1653, -2.0630], [-0.0253, -0.7932, -0.1263], [-7.0689, -2.4779, -2.9750], [1.4041, -0.1861, -0.1089], [1.0375, 1.5769, 0.3107], [0.2673, 0.5865, -0.8437], [-0.2210, -1.6898, 1.5252], [-0.0240, 1.4396, 1.1877], [-1.3072, 1.3247, 1.6784], [6.5505, 1.8547, -0.6543], [-0.1877, -0.2975, 0.3965], [0.5040, 0.2341, -0.5144], [-0.3924, -0.7905, -0.7666], [0.2809, -0.2433, 1.5597], [-0.3087, 0.6387, 2.3796], [0.4479, 0.7932, 0.4087], [-1.1309, -0.9704, 0.5452], [-0.6742, -0.0925, -0.3530], [-0.4454, -0.0108, -0.4569], [-0.5973, 0.0118, -1.1515], [0.5773, -0.6978, 1.0461], [0.1223, -0.4589, 1.0846], [-0.8175, 1.1866, 0.0834], [0.2833, -0.8822, 0.4509], [0.3741, 0.8694, -2.3836], [0.3407, 0.2398, -0.2597]]}

---

2.
{"formula": "C8H12FN", "method": "ωB97M-V/def2-TZVPD", "e_above_lowest_ev": 2.533, "smiles": "C=C(F)C(=C)C(C)C.C#N", "orbital_gap_ha": 0.3735, "lumo_energy_ev": 0.55, "species": ["C", "C", "C", "C", "C", "C", "C", "C", "N", "F", "H", "H", "H", "H", "H", "H", "H", "H", "H", "H", "H", "H"], "coordinates": [[3.077656, -1.325880, 0.727904], [-0.091930, -2.617868, -0.141879], [-0.743656, -1.485159, 0.119849], [-0.984102, 2.333075, -0.615656], [-0.181590, 1.064966, 1.468466], [-0.056451, -0.158869, -1.913345], [-1.025248, 1.015117, 0.197619], [-0.510408, -0.131799, -0.676726], [3.976885, -0.637191, 0.663126], [-1.531549, -1.426469, 1.266132], [-0.401928, -3.514866, 0.307312], [0.668034, -2.695649, -0.991952], [0.037618, 2.693993, -0.324839], [-1.620501, 3.194550, -0.347837], [-0.971450, 2.071305, -1.683387], [-0.683618, 1.775811, 2.110114], [0.742322, 1.494588, 1.356545], [-0.074785, 0.024751, 1.894763], [2.262345, -1.934806, 0.749340], [-0.009877, 0.701130, -2.552301], [0.088790, -1.174179, -2.255756], [-1.966549, 0.733447, 0.642505]], "forces_ev_per_a": [[0.7978, 0.6087, -0.0849], [0.5214, 0.8281, -1.7247], [1.5023, 0.9325, -0.5336], [1.6488, 0.0054, 0.9651], [-1.6333, -1.2739, 0.6015], [-0.4760, -0.9196, 0.3865], [0.7946, 0.1498, -0.8220], [-2.1007, -1.0930, 3.0532], [1.0380, 0.7813, -0.0224], [0.3919, -0.1614, -1.8370], [-0.0416, -1.0341, 0.8314], [-1.3731, 0.2754, 1.3196], [-0.5875, 0.0699, -0.8819], [-0.2578, -0.8791, -0.1662], [-0.4145, 0.7434, 0.4303], [-0.3073, -0.2725, 0.8006], [2.6070, 0.7390, -0.7580], [-0.1588, 1.5526, 0.0018], [-1.8548, -1.3336, 0.1233], [0.3877, 0.0223, -0.1629], [0.3481, 0.3041, -0.7707], [-0.8322, -0.0453, -0.7491]]}

---

3.
{"formula": "C8H12GdO5", "method": "ωB97M-V/def2-TZVPD", "s_squared": 20.66, "orbital_gap_ha": [0.2252, 0.1202], "charge": 4, "lumo_energy_ev": [-15.86, -18.69], "multiplicity": 9, "species": ["O", "C", "O", "O", "Gd", "C", "C", "C", "C", "O", "C", "O", "H", "H", "H", "H", "H", "H", "H", "H", "C", "C", "H", "H", "H", "H"], "coordinates": [[4.000448, 0.160311, -0.249401], [2.255206, 0.718197, 0.579922], [1.113059, 0.230425, 0.956848], [2.904205, 1.263287, 1.488767], [5.526884, 0.769114, 1.667552], [0.314946, -0.702200, 0.297117], [-0.823152, -1.078659, 0.863003], [-1.955258, -1.661254, 0.070777], [-3.034198, -0.669765, -0.296980], [-3.673656, -0.177215, 0.961741], [-4.896378, -0.145622, 1.107287], [-5.475721, 0.144847, 2.177523], [0.555703, -0.849506, -0.754805], [-0.951771, -0.933362, 1.937847], [4.121885, -0.708975, -0.650971], [-2.409932, -2.499278, 0.618288], [-1.592651, -2.062660, -0.886408], [-3.823945, -1.118843, -0.906152], [-2.646287, 0.239555, -0.765102], [-6.450519, 0.099180, 2.139772], [3.565122, 1.317140, -1.709071], [2.195299, 1.497636, -1.273985], [4.146281, 2.242241, -1.773427], [3.668779, 0.652933, -2.571270], [1.560902, 0.754809, -1.777464], [1.804752, 2.517661, -1.251399]], "forces_ev_per_a": [[1.4050, 0.9656, -1.4703], [-2.0607, 2.5044, 2.5869], [1.8148, -0.9919, -0.6147], [1.3756, 0.2803, -1.5577], [-1.5492, 0.0819, -0.2679], [-1.4909, 0.1697, -1.4824], [0.2551, 0.1955, 0.4025], [0.0705, -0.9534, 0.0231], [-0.0466, 0.3259, -0.4076], [0.6025, 0.0276, 0.2779], [-0.8555, -0.1323, 0.1788], [0.3321, 0.0186, -0.1677], [-0.0111, 0.0007, 0.2128], [-0.1163, 0.2891, -0.2466], [0.1912, -0.6584, -0.6296], [0.1500, 0.1386, -0.1715], [-0.0974, 0.0269, 0.1625], [0.2352, 0.0432, 0.0800], [-0.1516, -0.1958, 0.0572], [-0.3568, 0.0678, 0.0694], [0.0252, -0.2568, 0.1151], [-0.6174, -1.4141, 0.6431], [0.6906, -0.5701, 0.6456], [0.4601, -0.1945, 0.3757], [-0.2409, 0.3633, 0.5635], [-0.0138, -0.1320, 0.6220]]}